Record 1
Formula: C31H40BF10NO26STa
Source: OMol25
Level of theory: ωB97M-V with the def2-TZVPD basis set

Structure (XYZ):
```
111
Properties=species:S:1:pos:R:3
C -2.211 -2.923 3.339
C -1.130 -2.191 2.988
C 0.272 -2.505 3.288
Ta 1.454 -3.313 1.484
C 0.734 -5.331 1.981
C -0.416 -5.635 2.606
C 2.350 -1.190 1.302
C 2.583 -0.789 -0.162
C 2.704 0.694 -0.294
O 1.764 1.444 -0.393
O 3.962 1.188 -0.302
C 2.840 -4.091 -0.207
S 2.425 -5.603 -0.967
O 1.011 -5.735 -1.213
O 3.063 -6.706 -0.294
B 3.270 -3.723 2.950
N 3.552 -2.848 4.128
O 4.128 -4.813 2.795
C -0.227 -2.765 -0.107
F 0.130 -2.935 -1.442
F -1.399 -3.459 0.014
F -0.591 -1.422 -0.077
H -2.977 -3.123 2.599
H -2.363 -3.368 4.314
H -1.303 -1.254 2.460
H 0.301 -3.289 4.053
H 0.830 -1.640 3.658
H 1.360 -6.153 1.629
H -0.672 -5.202 3.563
H -1.127 -6.283 2.110
H 1.663 -0.476 1.755
H 3.310 -1.103 1.809
H 1.782 -1.096 -0.832
H 3.487 -1.247 -0.537
H 4.536 0.461 -0.588
H 3.830 -4.254 0.214
H 2.969 -3.382 -1.025
H 3.018 -5.523 -2.189
H 2.877 -3.028 4.866
H 3.403 -1.874 3.878
H 5.012 -4.460 2.626
C 3.000 0.289 -5.154
C 4.120 1.248 -4.814
O 4.413 0.904 -3.473
C 4.086 -0.408 -3.308
O 4.422 -1.083 -2.389
O 3.323 -0.840 -4.336
F 3.722 2.541 -4.869
H 2.029 0.687 -4.859
H 2.974 0.011 -6.204
H 5.020 1.129 -5.420
C -1.178 -8.758 0.320
C -2.181 -9.395 -0.612
O -3.293 -9.616 0.240
C -3.250 -8.665 1.223
O -4.153 -8.400 1.945
O -2.034 -8.071 1.241
F -1.749 -10.587 -1.098
H -0.592 -9.506 0.855
H -0.504 -8.061 -0.176
H -2.488 -8.763 -1.446
C 0.170 3.699 -1.958
C -0.036 5.109 -1.456
O -0.636 5.747 -2.579
C -1.304 4.787 -3.278
O -2.116 5.013 -4.120
O -0.926 3.559 -2.882
F 1.129 5.734 -1.167
H 1.113 3.595 -2.494
H 0.126 2.949 -1.175
H -0.704 5.192 -0.599
C 8.600 -4.364 4.000
C 8.343 -2.942 4.448
O 7.816 -2.349 3.278
C 7.201 -3.335 2.564
O 6.428 -3.153 1.682
O 7.578 -4.553 3.020
F 9.490 -2.304 4.797
H 9.580 -4.463 3.531
H 8.507 -5.093 4.800
H 7.619 -2.843 5.257
C -5.311 0.778 1.512
C -4.142 1.671 1.862
O -3.856 1.285 3.193
C -4.250 -0.021 3.340
O -3.934 -0.733 4.229
O -5.049 -0.384 2.301
F -4.486 2.980 1.837
H -6.257 1.224 1.823
H -5.359 0.527 0.456
H -3.258 1.517 1.241
C -6.666 6.178 -2.862
C -5.495 7.065 -2.506
O -5.161 6.618 -1.206
C -5.534 5.304 -1.114
O -5.186 4.559 -0.261
O -6.362 4.982 -2.140
F -5.845 8.377 -2.449
H -7.606 6.595 -2.499
H -6.746 5.980 -3.927
H -4.630 6.955 -3.159
C -4.384 11.605 -2.748
C -4.550 12.981 -2.146
O -5.207 13.686 -3.181
C -5.929 12.776 -3.902
O -6.787 13.054 -4.672
O -5.529 11.514 -3.606
F -3.359 13.573 -1.886
H -3.475 11.531 -3.346
H -4.391 10.811 -2.007
H -5.163 13.010 -1.244
```

Summary:
**LUMO energy**: 1.575 eV
**Largest force on an atom**: 2.85 eV/Å
**E_tot**: -4694.92088 Eh
**Charge**: -1
**2S+1**: 1

---

Record 2
Formula: H2N5O2
Source: OMol25
Level of theory: ωB97M-V with the def2-TZVPD basis set

Structure (XYZ):
```
9
Properties=species:S:1:pos:R:3
N 0.466 -0.468 1.188
N 1.236 -0.685 -0.009
N 0.359 -0.455 -1.103
N -0.552 0.319 0.904
N -0.668 0.536 -0.432
O -1.181 0.917 1.858
O -1.538 1.148 -1.098
H 1.897 0.129 -0.121
H -0.019 -1.441 -1.187
```

Summary:
**SMILES string**: [O-]N1NNN=[N+]1[O-]
**LUMO energy (alpha / beta)**: 5.046 / 5.046 eV
**Largest force on an atom**: 2.42 eV/Å
**Relative energy (zero: lowest compared OMol25 entry of this formula, charge and spin)**: 3.0150 eV
**E_tot**: -425.23202 Eh
**Charge**: -1
**2S+1**: 1

---

Record 3
Formula: C35H62BKN11O3PS7
Source: OMol25
Level of theory: ωB97M-V with the def2-TZVPD basis set

Structure (XYZ):
```
121
Properties=species:S:1:pos:R:3
K 1.043 0.455 -0.359
C 6.003 3.808 -1.001
S 6.240 2.172 -1.723
C 4.610 1.423 -1.403
S 3.205 2.365 -1.613
N 4.775 0.157 -1.201
N 3.892 -0.662 -0.617
C 3.752 -1.835 -1.102
C 3.041 -2.865 -0.325
C 2.861 -4.134 -0.871
C 2.210 -5.103 -0.129
C 1.768 -4.787 1.144
C 1.998 -3.500 1.611
N 2.618 -2.561 0.908
H 6.827 4.434 -1.345
H 6.007 3.759 0.086
H 5.055 4.216 -1.351
H 4.192 -2.111 -2.060
H 3.222 -4.343 -1.871
H 2.045 -6.089 -0.546
H 1.240 -5.508 1.755
H 1.655 -3.200 2.596
C -0.635 -4.322 4.632
C -2.114 -4.044 4.388
C -2.881 -4.357 5.676
C -2.585 -4.952 3.244
N -2.416 -2.641 4.003
C -3.734 -2.298 3.692
C -3.707 -1.084 3.128
N -2.398 -0.651 3.095
B -1.918 0.541 2.197
N -3.123 1.076 1.370
C -3.678 2.334 1.484
C -4.318 2.616 0.339
N -4.138 1.532 -0.519
C -3.452 0.559 0.149
S -3.231 -1.062 -0.298
C -4.487 1.598 -1.971
C -3.540 0.783 -2.853
C -4.374 3.061 -2.419
C -5.923 1.103 -2.130
N -1.326 1.667 3.094
C -1.216 1.625 4.469
C -0.311 2.542 4.841
N 0.163 3.157 3.682
C -0.512 2.646 2.606
S -0.518 3.166 0.992
C 1.369 4.029 3.741
C 1.967 4.347 2.373
C 0.973 5.328 4.443
C 2.446 3.282 4.540
C -1.594 -1.603 3.636
S 0.078 -1.431 3.885
H -0.558 -5.375 4.920
H -0.224 -3.700 5.423
H -0.040 -4.152 3.737
H -2.697 -5.395 5.965
H -3.956 -4.225 5.559
H -2.538 -3.706 6.482
H -2.277 -5.981 3.439
H -2.138 -4.625 2.303
H -3.669 -4.934 3.125
H -4.564 -2.953 3.876
H -4.506 -0.497 2.715
H -1.066 0.174 1.446
H -3.538 2.937 2.363
H -4.857 3.498 0.055
H -2.495 1.050 -2.683
H -3.777 0.999 -3.896
H -3.629 -0.285 -2.694
H -3.422 3.487 -2.101
H -5.186 3.683 -2.033
H -4.418 3.091 -3.507
H -5.983 0.050 -1.849
H -6.239 1.206 -3.171
H -6.604 1.677 -1.497
H -1.759 0.910 5.059
H 0.050 2.794 5.820
H 1.299 4.937 1.752
H 2.222 3.443 1.819
H 2.885 4.913 2.556
H 0.213 5.849 3.858
H 1.846 5.977 4.540
H 0.573 5.137 5.441
H 2.640 2.310 4.083
H 2.166 3.130 5.584
H 3.369 3.864 4.520
O 2.596 0.239 2.174
H 1.892 -0.232 2.643
H 2.995 -0.441 1.605
N -0.363 -3.503 -1.732
N -0.366 -3.019 -0.353
H 0.616 -3.521 -2.003
H -0.750 -2.758 -2.308
H -0.704 -3.801 0.200
H -1.092 -2.310 -0.280
C 0.666 3.302 -4.120
C 1.238 2.177 -4.954
C 2.035 2.659 -6.150
O 0.128 1.386 -5.440
P 0.078 -0.185 -5.075
S -1.512 -0.954 -5.910
S 0.411 -0.408 -3.137
O 1.435 -0.660 -5.855
C 2.302 -1.684 -5.366
C 1.664 -3.053 -5.520
C 3.596 -1.550 -6.143
H 1.464 3.960 -3.771
H 0.154 2.894 -3.248
H -0.050 3.879 -4.714
H 1.871 1.561 -4.312
H 1.408 3.286 -6.791
H 2.383 1.806 -6.732
H 2.896 3.242 -5.816
H 2.492 -1.497 -4.305
H 1.491 -3.276 -6.576
H 0.704 -3.091 -5.004
H 2.319 -3.819 -5.095
H 3.420 -1.739 -7.205
H 4.333 -2.269 -5.776
H 4.003 -0.545 -6.029
```

Summary:
**LUMO energy**: 3.662 eV
**Largest force on an atom**: 0.84 eV/Å
**E_tot**: -5952.73582 Eh
**Charge**: -2
**2S+1**: 1

---

Record 4
Formula: C13H10S2
Source: OMol25
Level of theory: ωB97M-V with the def2-TZVPD basis set

Structure (XYZ):
```
25
Properties=species:S:1:pos:R:3
C 1.267 2.259 -1.788
C -1.621 1.303 1.989
C 0.541 2.620 -0.650
C -1.007 2.161 1.112
C 1.414 0.871 -2.101
C -1.328 -0.102 1.892
C -0.103 1.684 0.156
C 0.043 0.299 -0.105
C 0.788 -0.091 -1.282
C -0.532 -0.598 0.834
C 0.846 -1.486 -1.816
C 0.419 -2.601 -1.204
C -0.646 -2.089 0.529
S 0.193 -4.216 -1.590
S -0.316 -3.250 1.783
H 1.646 3.018 -2.358
H -2.176 1.548 2.860
H 0.450 3.645 -0.466
H -1.029 3.198 1.116
H 1.931 0.510 -2.918
H -1.761 -0.766 2.607
H 1.367 -1.544 -2.890
H -1.666 -2.360 0.282
H 0.588 -4.803 -0.374
H 0.888 -2.880 2.210
```

Summary:
**LUMO energy**: -0.072 eV
**Largest force on an atom**: 5.12 eV/Å
**Relative energy (zero: lowest compared OMol25 entry of this formula, charge and spin)**: 0.0000 eV
**E_tot**: -1297.65379 Eh
**Charge**: 0
**2S+1**: 1

---

- Among the records above, which one has the highest E_tot?
  H2N5O2

---

- Number 1 is which compound?
  C31H40BF10NO26STa

---

- Number 3 is which compound?
  C35H62BKN11O3PS7

---

- Look up the largest force on an atom of the second one.
  2.42 eV/Å